# 1
Formula: C32H53NP2Sn
Source: OMol25
Level of theory: ωB97M-V/def2-TZVPD

Geometry as XYZ:
```
89
Properties=species:S:1:pos:R:3:forces:R:3:lowdin_charge:R:1
Sn 1.970 -0.760 1.699 -6.2 -1.6 -1.7 1.5437
P 4.383 3.613 2.135 0.0 -0.8 0.4 1.0434
P 4.035 -5.320 1.574 -0.5 -0.1 -0.1 0.8555
N -1.545 0.755 3.507 0.3 0.1 -0.2 -0.2900
C 3.842 -2.215 1.164 4.2 -3.4 -1.6 -0.4301
C -0.908 1.702 -1.011 1.3 -1.6 -2.1 -0.2111
C 0.480 0.613 -2.909 0.3 0.0 -0.4 -0.0327
C -0.837 1.796 4.242 -0.1 -0.3 0.2 -0.0831
C -0.080 -1.474 1.314 -1.0 0.4 1.4 -0.1683
C -0.357 -2.160 0.134 0.6 -0.3 -0.6 -0.0837
C 0.020 2.754 -0.553 0.2 0.6 0.1 -0.0584
C -0.732 0.782 -2.082 0.8 2.3 2.2 -0.1927
C 3.342 -3.604 1.737 -0.7 1.9 0.2 -0.2181
C -2.681 2.118 0.787 -0.3 0.4 0.2 -0.0108
C 5.783 -5.138 2.124 -0.2 0.4 0.1 -0.2983
C 3.506 0.895 1.697 2.8 4.6 1.0 -0.3342
C -2.319 -1.984 2.107 0.2 0.1 -0.3 -0.0071
C 3.014 1.132 0.338 0.1 -0.7 -2.2 -0.2636
C -1.914 -0.001 -2.180 -1.9 -0.1 1.6 -0.1832
C -2.809 0.417 -1.159 1.1 -0.1 -0.6 -0.2056
C 4.793 -1.466 2.175 0.0 -0.4 0.1 -0.1545
C -4.134 -0.161 -0.875 -0.6 -0.2 0.1 -0.0321
C -2.174 1.452 -0.425 -0.9 -0.9 -0.4 -0.1665
C 3.012 -1.392 0.155 0.5 -0.2 -1.3 -0.3368
C 4.162 -0.804 3.422 0.2 -0.2 0.1 -0.1376
C 3.551 -0.115 -0.517 -0.2 0.6 -0.2 -0.1342
C -1.598 -2.782 -0.055 0.1 0.3 0.3 -0.0455
C -0.866 -0.542 3.535 -0.6 0.3 0.7 -0.1811
C 4.832 3.438 3.905 -0.4 -0.5 -0.4 -0.3307
C 3.156 0.363 3.056 1.4 1.2 2.7 -0.3169
C -2.586 -2.678 0.927 0.2 -0.1 0.1 -0.0382
C 4.269 -5.460 -0.254 -0.1 0.4 0.2 -0.3012
C 6.096 3.531 1.490 -0.3 -0.4 -0.1 -0.3250
C -2.941 0.669 3.928 0.0 -0.1 0.0 -0.0808
C -1.083 -1.345 2.284 0.0 -0.1 0.4 -0.2271
C -2.148 -1.111 -3.120 -0.1 -0.1 -0.5 -0.0120
H 6.823 3.180 2.235 -0.2 0.2 -0.4 0.0460
H 0.385 -2.232 -0.663 -0.2 -0.1 0.2 0.1042
H 4.584 1.141 1.731 -0.5 -1.0 -0.1 0.0843
H 1.917 1.217 0.190 0.2 0.0 0.0 0.0827
H 3.284 -5.607 -0.709 0.3 0.0 0.0 0.0351
H 4.651 -0.084 -0.573 -0.3 0.0 0.1 0.1282
H 1.156 -0.153 -2.491 -0.1 0.1 -0.2 0.0650
H 1.040 1.554 -2.983 0.0 -0.3 -0.1 0.0838
H -4.599 -0.530 -1.798 -0.1 0.1 0.3 0.0851
H 4.736 -4.554 -0.666 0.0 -0.4 -0.1 0.0329
H -3.210 -1.168 -3.389 0.3 -0.1 0.0 0.0919
H 3.164 -0.036 -1.546 0.2 -0.2 0.3 0.1085
H -1.228 -1.113 4.415 0.4 0.0 -0.2 0.1439
H -0.731 1.542 5.312 0.0 0.2 -0.1 0.0992
H 0.166 1.932 3.813 -0.1 0.1 0.0 0.0688
H 3.434 2.090 -0.014 -0.4 -0.4 -0.1 0.1051
H 5.801 -5.248 3.214 0.2 0.1 -0.2 0.0383
H -1.868 -2.079 -2.679 0.0 0.2 -0.2 0.0712
H 2.490 -2.068 -0.531 0.1 0.2 0.3 0.1174
H -3.758 1.954 0.910 0.2 0.1 0.0 0.0850
H -2.493 3.201 0.752 -0.1 -0.2 0.0 0.0968
H 6.091 2.868 0.612 0.3 0.3 0.0 0.0418
H 4.891 -6.344 -0.450 -0.2 0.3 0.0 0.0497
H -3.367 1.679 3.955 0.0 -0.3 -0.1 0.0990
H 6.363 -5.953 1.672 -0.1 0.3 0.1 0.0510
H 5.400 -0.745 1.607 -0.3 -0.3 0.3 0.1194
H -3.562 -3.149 0.782 0.4 0.1 0.1 0.1314
H -0.465 3.744 -0.585 0.2 -0.2 0.0 0.0981
H -1.792 -3.352 -0.965 0.1 0.3 0.3 0.1183
H 0.210 -0.350 3.685 -0.2 -0.1 0.0 0.0600
H -1.559 -0.973 -4.034 -0.2 -0.2 0.1 0.0836
H 0.211 0.287 -3.923 0.2 0.1 0.2 0.0853
H 2.489 -3.495 2.425 0.1 -0.5 0.0 0.0326
H 0.916 2.801 -1.182 -0.1 0.1 0.1 0.0696
H 5.769 2.881 4.048 -0.3 0.3 0.0 0.0490
H 0.327 2.594 0.493 0.0 0.2 -0.1 0.0681
H 5.503 -2.223 2.545 -0.4 0.2 -0.1 0.1185
H -3.514 0.063 3.216 0.1 0.3 0.2 0.0763
H 6.337 4.556 1.167 0.0 -0.3 -0.1 0.0605
H -1.392 2.740 4.153 0.3 -0.2 0.0 0.0988
H 4.926 4.459 4.304 -0.1 -0.2 0.1 0.0671
H 3.685 -1.551 4.070 0.1 0.0 -0.1 0.1272
H 4.009 2.928 4.424 0.1 0.4 0.3 0.0258
H 2.118 0.220 3.513 0.4 0.4 -0.3 0.1122
H 6.188 -4.160 1.836 0.2 -0.3 0.0 0.0239
H -4.792 0.592 -0.425 0.0 -0.3 -0.1 0.0830
H -4.065 -1.008 -0.176 -0.2 0.2 -0.1 0.0575
H 4.585 -2.648 0.451 0.2 0.4 0.5 0.1279
H -3.036 0.215 4.932 0.0 0.1 -0.1 0.1030
H 3.407 1.249 3.673 -0.5 -0.7 0.5 0.1071
H -3.066 -1.941 2.903 0.3 0.0 -0.3 0.1247
H 4.979 -0.357 4.017 -0.4 -0.2 -0.2 0.1414
H -2.172 1.725 1.685 -0.1 0.1 -0.4 0.0637
```
Forces are in eV/Å.

Values from the calculation:
M: 632.44 g/mol
HOMO-LUMO gap (spin up / spin down): 3.534 / 3.400 eV
HOMO (spin up / spin down): -0.41969 / -0.41508 hartree
relative energy (zero: lowest compared OMol25 entry of this formula, charge and spin): 6.088 eV
total charge: +2

=====

# 2
Formula: C32H53NP2V
Source: OMol25
Level of theory: ωB97M-V/def2-TZVPD

Geometry as XYZ:
```
89
Properties=species:S:1:pos:R:3:forces:R:3:lowdin_spin:R:1
V 0.963 0.589 -0.300 -0.5 -4.5 1.6 1.8886
P -0.900 0.609 1.217 0.9 0.0 -0.4 0.0254
P -0.627 -0.303 -1.852 1.2 0.5 0.6 0.0110
N 3.004 -2.035 3.583 -0.3 -0.5 0.0 0.0014
C -5.116 -1.351 -0.762 -0.3 0.1 0.7 0.0000
C 2.180 1.560 -1.783 0.6 1.0 0.6 -0.0025
C 1.802 -2.314 -0.980 -0.1 -1.0 -0.1 0.0133
C -1.597 -0.318 -0.264 -0.2 0.5 0.0 0.0044
C -4.605 0.775 -2.878 -0.5 0.3 -0.2 0.0000
C -1.200 1.172 -2.746 -0.6 0.3 -0.2 0.0098
C -3.717 -0.402 -2.624 -1.0 -1.3 -0.1 -0.0003
C 2.125 -3.603 1.434 0.2 -0.2 -0.1 -0.0041
C -0.833 -1.802 -2.826 -0.3 -0.5 -0.3 0.0017
C -1.464 -0.249 2.699 -0.3 -0.3 0.2 0.0056
C -4.301 0.676 0.618 -1.0 1.2 -0.5 0.0001
C 0.756 3.747 -1.476 -0.2 0.3 0.0 0.0095
C 1.923 2.374 0.382 0.9 0.3 -1.0 0.0023
C -5.015 -0.637 0.613 -0.4 -0.4 0.0 0.0000
C -4.242 1.546 -0.417 -0.7 0.0 1.4 0.0005
C 3.057 0.820 -0.921 0.1 1.1 0.1 0.0040
C 4.350 -2.138 3.064 0.3 0.1 0.2 0.0001
C 1.873 -2.226 1.411 -0.2 -0.4 -0.3 0.0048
C 4.111 -0.134 -1.360 0.2 -0.4 0.1 0.0019
C 1.591 3.255 1.537 -0.1 0.2 0.4 0.0011
C 2.124 -3.680 -0.960 0.1 0.2 -0.2 -0.0020
C -5.140 1.513 -1.619 -0.3 0.0 -0.8 0.0001
C 3.810 1.024 1.542 0.2 -0.4 0.4 0.0021
C 2.901 1.322 0.408 0.1 1.0 -0.9 0.0042
C 2.131 1.410 -3.265 0.0 -0.1 -0.5 -0.0003
C -3.883 -1.279 -1.614 -0.4 0.0 -1.4 -0.0003
C 1.946 -1.506 2.736 0.0 0.5 0.5 0.0030
C 1.498 2.547 -0.982 1.2 0.4 0.0 0.0191
C 1.594 -1.590 0.192 -0.2 1.8 -0.2 -0.0351
C 2.268 -4.340 0.257 -0.2 0.3 0.2 0.0115
C -1.614 2.278 1.301 -0.5 0.3 0.2 0.0069
C 2.950 -1.675 4.982 0.1 0.0 -0.3 0.0001
H 0.715 3.883 1.335 0.3 -0.1 0.1 0.0001
H -1.150 0.337 3.576 -0.1 -0.2 -0.3 -0.0001
H 4.921 -1.189 3.128 -0.1 -0.2 0.0 0.0000
H 3.623 -2.338 5.539 -0.2 0.2 0.0 0.0000
H 3.025 1.854 -3.731 -0.3 -0.1 0.2 -0.0010
H 3.854 -0.618 -2.309 0.1 0.0 0.2 -0.0001
H -1.549 2.797 0.335 0.1 -0.2 0.2 0.0016
H -0.995 -1.238 2.754 -0.1 0.2 -0.1 0.0000
H 2.272 -4.213 -1.899 0.0 0.1 0.2 -0.0006
H -3.055 -0.633 -3.464 0.1 0.3 0.7 0.0000
H 4.769 1.553 1.409 -0.3 -0.1 0.0 0.0001
H -1.875 -1.339 0.038 0.4 0.3 0.0 -0.0002
H 2.515 -5.402 0.299 -0.1 0.3 0.0 0.0008
H -3.174 -2.097 -1.465 -0.2 0.1 -0.3 0.0000
H -0.585 -2.676 -2.211 0.1 0.3 -0.1 0.0001
H 5.066 0.395 -1.503 -0.3 0.0 0.0 0.0000
H -5.316 -2.415 -0.552 0.0 0.3 -0.1 0.0000
H -6.003 -0.981 -1.300 0.5 -0.1 0.1 0.0000
H -0.128 -1.755 -3.671 -0.1 0.0 0.3 -0.0004
H -3.962 0.969 1.619 0.4 -0.2 -0.6 0.0000
H -6.134 1.107 -1.370 0.5 0.1 0.1 0.0000
H 2.039 -0.410 2.589 -0.1 -0.2 -0.2 0.0025
H 1.385 4.651 -1.403 -0.2 -0.4 0.0 0.0008
H 4.032 -0.048 1.590 0.0 0.3 0.1 0.0001
H -3.669 2.471 -0.309 -0.2 -0.3 0.1 0.0000
H 3.381 1.347 2.499 0.2 -0.1 -0.2 0.0000
H -2.256 1.374 -2.532 0.4 0.0 -0.2 -0.0006
H 1.928 -1.801 5.351 0.1 0.0 0.1 0.0000
H -5.321 2.557 -1.926 0.0 -0.4 0.2 0.0000
H -2.558 -0.365 2.702 0.3 0.1 0.1 0.0005
H -6.043 -0.512 1.002 0.3 0.0 0.0 0.0000
H -4.517 -1.307 1.334 -0.1 0.2 -0.2 0.0000
H 0.469 3.647 -2.528 0.0 0.1 0.2 0.0002
H -1.844 -1.932 -3.218 0.3 0.0 0.1 -0.0004
H -5.478 0.462 -3.476 0.3 0.1 0.1 0.0000
H -1.030 2.853 2.034 -0.1 -0.3 -0.2 0.0002
H 1.395 2.661 2.442 0.0 0.2 -0.2 0.0000
H 2.276 -4.078 2.406 0.0 0.1 -0.3 -0.0006
H -4.068 1.493 -3.517 -0.1 -0.2 0.2 0.0000
H 3.267 -0.634 5.169 0.0 0.0 0.1 0.0000
H -2.505 0.210 -0.545 0.2 -0.3 0.3 0.0020
H 1.716 -1.824 -1.957 0.0 -0.2 0.3 0.0023
H -2.658 2.277 1.627 0.3 0.2 -0.1 0.0000
H -0.622 2.058 -2.447 -0.2 -0.6 0.0 0.0026
H 4.890 -2.872 3.684 -0.1 0.2 -0.3 0.0000
H 4.279 -0.913 -0.605 -0.1 0.1 -0.3 0.0003
H 4.363 -2.495 2.024 -0.1 0.1 0.3 0.0000
H 2.120 0.347 -3.545 0.0 0.3 0.0 -0.0002
H 1.252 1.898 -3.703 0.3 -0.1 0.1 0.0001
H 1.002 -1.627 3.291 0.2 -0.1 0.0 0.0005
H 2.435 3.924 1.768 -0.2 -0.2 -0.1 -0.0008
H -0.142 3.936 -0.876 0.1 0.1 -0.2 0.0003
H -1.059 1.019 -3.825 -0.1 0.1 0.2 0.0016
```
Forces are in eV/Å.

Values from the calculation:
M: 564.67 g/mol
<S²>: 2.034
HOMO-LUMO gap (spin up / spin down): 6.919 / 7.283 eV
HOMO (spin up / spin down): -0.36716 / -0.36748 hartree
spin multiplicity: 3
relative energy (zero: lowest compared OMol25 entry of this formula, charge and spin): 0.113 eV
total charge: +1